# 1
Entry from the Open Molecules 2025 dataset: 6 unconnected molecules or ions with the total composition C13H28N2O4S (ωB97M-V/def2-TZVPD).

Cartesian coordinates (Å):
C -21.114 -23.392 -2.713
O -20.059 -22.491 -3.127
H -20.685 -24.223 -2.153
H -21.858 -22.919 -2.072
H -21.659 -23.687 -3.609
H -19.951 -21.825 -2.444
C -27.266 -18.311 1.878
O -27.028 -19.093 0.738
H -26.298 -18.256 2.376
H -27.510 -17.301 1.550
H -27.869 -18.703 2.697
H -27.860 -19.418 0.386
C -24.802 -21.029 -0.876
O -25.117 -20.918 0.519
H -24.119 -21.871 -0.987
H -25.672 -21.265 -1.490
H -24.115 -20.244 -1.191
H -25.883 -20.340 0.511
N -25.497 -21.690 3.550
C -24.963 -21.784 4.811
C -25.942 -21.509 5.711
C -27.127 -21.323 5.041
C -26.877 -21.469 3.691
H -24.908 -21.694 2.729
H -23.928 -22.042 4.981
H -25.657 -21.193 6.704
H -28.090 -21.003 5.412
H -27.541 -21.408 2.842
N -23.031 -16.371 -5.545
C -23.770 -16.697 -4.445
C -23.883 -18.123 -4.491
C -23.057 -18.579 -5.525
C -22.607 -17.510 -6.225
H -22.951 -15.433 -5.909
H -24.213 -16.023 -3.727
H -24.326 -18.865 -3.844
H -22.898 -19.609 -5.809
H -22.033 -17.515 -7.140
C -20.956 -18.438 -1.575
S -19.556 -19.362 -0.881
O -19.824 -20.906 -1.083
C -18.268 -18.895 -2.139
H -21.501 -17.964 -0.758
H -21.587 -19.043 -2.226
H -20.563 -17.520 -2.013
H -18.681 -18.981 -3.145
H -17.534 -19.690 -2.007
H -17.894 -17.874 -2.064

Properties
E_LUMO in Eh: 0.01471
Net charge: 0
F_max in eV/Å: 3.61
ΔE to the lowest compared entry with this formula, charge and spin in kcal per mole: 100.1



# 2
Entry from the Open Molecules 2025 dataset: C4BrClO2 in the gas phase (ωB97M-V/def2-TZVPD).

Cartesian coordinates (Å):
C -0.279 0.789 -0.448
C 0.371 -0.538 -0.738
C -0.503 0.491 0.933
C 0.197 -0.884 0.722
O -1.075 1.076 1.827
O 0.478 -1.887 1.345
Cl -0.430 2.142 -1.450
Br 1.241 -1.189 -2.192

Properties
E_LUMO in Eh: -0.05204
Net charge: 0
SMILES string: O=c1c(Cl)c(Br)c1=O
F_max in eV/Å: 5.73
ΔE to the lowest compared entry with this formula, charge and spin in kcal per mole: 0.0



# 3
Entry from the Open Molecules 2025 dataset: a molecular structure, C18H43BrCaFMgN3O3 (ωB97M-V/def2-TZVPD).

Cartesian coordinates (Å):
C 2.310 -1.977 1.548
C 3.817 -1.947 1.248
C 4.286 -0.765 0.380
C 3.308 -0.323 -0.732
C 2.769 -1.460 -1.619
C 1.389 -1.189 -2.245
C 0.274 -0.870 -1.240
C -0.553 -2.091 -0.770
C -2.034 -1.724 -0.614
C -2.490 -1.513 0.864
C -2.548 -0.005 1.178
N -1.209 0.578 0.936
C -1.261 1.851 0.486
N -1.719 2.013 -0.826
N -0.905 2.873 1.225
C -0.424 2.631 2.602
C 1.037 2.089 2.536
H 1.837 -0.993 1.546
H 2.072 -2.455 2.499
H 1.834 -2.602 0.794
H 4.413 -2.005 2.158
H 4.046 -2.859 0.690
H 4.433 0.083 1.063
H 5.276 -0.967 -0.033
H 2.531 0.287 -0.255
H 3.862 0.356 -1.391
H 3.474 -1.569 -2.448
H 2.736 -2.435 -1.134
H 1.483 -0.356 -2.951
H 1.115 -2.062 -2.839
H -0.412 -0.164 -1.718
H 0.646 -0.362 -0.354
H -0.223 -2.403 0.222
H -0.399 -2.979 -1.417
H -2.332 -0.878 -1.244
H -2.623 -2.722 -1.118
H -3.481 -1.919 1.011
H -1.797 -1.962 1.574
H -2.814 0.180 2.222
H -3.297 0.488 0.508
H -0.559 0.440 1.697
H -2.120 2.938 -0.918
H -0.913 1.896 -1.430
H -0.959 3.901 0.905
H -1.113 1.987 3.137
H -0.351 3.606 3.107
H 1.307 2.154 1.432
H 1.758 2.638 3.259
H 1.005 1.021 2.731
Br -3.189 -4.109 -0.284
Ca 2.186 3.673 1.159
F 1.982 2.303 4.762
C -3.549 5.673 0.100
C -2.044 5.342 0.141
O -1.315 6.447 0.035
H -3.794 6.149 -0.849
H -4.082 4.709 0.168
H -3.898 6.317 0.905
H -1.942 4.599 -0.671
H -1.886 4.736 1.044
C -0.662 -6.061 -2.805
C 0.569 -5.322 -3.394
O 0.942 -4.365 -2.524
H -1.476 -5.361 -2.665
H -1.004 -6.848 -3.485
H -0.433 -6.532 -1.850
H 0.270 -4.990 -4.408
H 1.307 -6.120 -3.620
Mg -5.404 0.620 0.765
O 0.701 4.996 0.870
H 0.239 5.688 0.343

Properties
E_LUMO in Eh: -0.17875
Net charge: 0
F_max in eV/Å: 3.70



# 4
Entry from the Open Molecules 2025 dataset: 13 unconnected molecules or ions with the total composition C52H82O26 (ωB97M-V/def2-TZVPD).

Cartesian coordinates (Å):
O -0.456 0.135 2.304
C -0.342 0.147 1.107
O 0.862 0.006 0.431
C 2.158 -0.161 1.174
C 2.771 1.236 1.461
C -1.480 0.070 0.207
H 2.814 -0.719 0.505
H 2.011 -0.780 2.059
H 3.316 1.079 2.392
H 1.930 1.883 1.709
H 3.442 1.474 0.636
H -1.700 0.997 -0.323
H -2.433 -0.292 0.593
H -1.317 -0.675 -0.572
O 6.446 -1.173 -7.755
C 7.372 -0.657 -7.123
O 7.794 -0.975 -5.870
C 7.122 -1.926 -5.122
C 6.157 -1.255 -4.240
C 8.268 0.271 -7.824
H 7.773 -2.402 -4.389
H 6.550 -2.663 -5.686
H 6.570 -0.385 -3.730
H 5.716 -1.885 -3.467
H 5.244 -0.894 -4.712
H 8.213 1.297 -7.459
H 8.080 0.181 -8.894
H 9.297 -0.043 -7.645
O -1.006 -8.293 -1.201
C -0.768 -7.411 -1.962
O 0.455 -7.100 -2.365
C 0.409 -6.282 -3.598
C -0.871 -5.548 -3.418
C -1.816 -6.442 -2.594
H 0.454 -6.908 -4.489
H 1.220 -5.594 -3.358
H -1.296 -5.289 -4.388
H -0.643 -4.560 -3.018
H -2.562 -6.943 -3.211
H -2.271 -5.646 -2.004
O -6.167 -4.747 7.259
C -5.163 -4.531 6.617
O -3.968 -4.858 7.089
C -2.888 -4.733 6.121
C -3.614 -4.685 4.754
C -5.028 -4.247 5.221
H -2.200 -5.577 6.084
H -2.366 -3.784 6.243
H -3.694 -5.588 4.149
H -3.219 -3.881 4.132
H -5.816 -4.762 4.672
H -5.176 -3.211 4.915
O -3.375 5.064 0.827
C -2.450 5.840 0.634
O -1.219 5.468 0.477
C -0.291 6.464 0.241
C -1.012 7.655 0.776
C -2.503 7.384 0.504
H -0.010 6.605 -0.803
H 0.604 6.318 0.846
H -0.733 8.526 0.182
H -0.791 7.789 1.835
H -2.761 7.768 -0.482
H -3.078 7.936 1.248
O -6.907 1.206 3.725
C -6.582 2.223 4.230
O -7.511 3.202 4.244
C -6.891 4.443 4.600
C -5.796 4.021 5.527
C -5.314 2.659 4.910
H -7.583 5.076 5.156
H -6.608 5.031 3.728
H -6.181 3.998 6.546
H -4.957 4.702 5.385
H -5.096 1.889 5.651
H -4.378 2.756 4.359
O -2.561 2.771 9.396
C -1.435 2.522 8.955
O -0.665 3.480 8.352
C 0.282 2.969 7.380
C 0.307 1.453 7.661
C -0.632 1.287 8.915
H 1.272 3.422 7.334
H -0.301 3.083 6.466
H 1.359 1.270 7.881
H -0.049 0.722 6.935
H -0.110 1.126 9.857
H -1.295 0.462 8.652
O -5.560 -3.546 -3.948
C -6.601 -4.184 -3.856
O -6.823 -4.877 -4.885
C -8.024 -5.684 -4.791
C -8.370 -5.638 -3.337
C -7.729 -4.332 -2.783
H -8.026 -6.705 -5.172
H -8.767 -5.144 -5.377
H -7.962 -6.473 -2.767
H -9.431 -5.534 -3.111
H -7.407 -4.626 -1.784
H -8.273 -3.388 -2.748
O 12.403 -0.441 -0.424
C 11.490 -0.019 0.265
O 10.525 -0.817 0.782
C 9.595 -0.096 1.424
C 9.735 1.278 0.814
C 11.259 1.373 0.610
H 9.895 -0.104 2.472
H 8.555 -0.423 1.398
H 9.333 1.986 1.538
H 9.304 1.295 -0.188
H 11.878 1.531 1.493
H 11.561 2.094 -0.150
O -3.559 1.419 -6.133
C -2.363 1.587 -5.689
O -1.931 2.634 -5.012
C -0.574 2.558 -4.515
C 0.004 1.419 -5.308
C -1.222 0.650 -5.794
H -0.551 2.356 -3.444
H -0.052 3.500 -4.681
H 0.604 0.818 -4.624
H 0.614 1.876 -6.088
H -1.484 -0.075 -5.023
H -1.394 0.022 -6.668
O 4.862 -5.535 0.944
C 4.576 -5.606 2.124
O 5.167 -4.650 2.978
C 4.885 -5.034 4.350
C 3.733 -5.999 4.325
C 3.818 -6.689 2.908
H 4.589 -4.226 5.019
H 5.705 -5.552 4.847
H 2.838 -5.390 4.456
H 3.668 -6.673 5.179
H 2.798 -6.851 2.560
H 4.528 -7.516 2.923
O 5.108 3.446 -4.301
C 5.380 4.245 -3.416
O 4.529 4.853 -2.618
C 5.239 5.818 -1.743
C 6.733 5.771 -2.155
C 6.729 4.877 -3.417
H 4.940 5.474 -0.753
H 5.001 6.857 -1.970
H 7.253 5.186 -1.396
H 7.222 6.739 -2.263
H 7.564 4.177 -3.438
H 6.814 5.566 -4.258
O -10.967 3.129 -4.196
C -9.868 2.909 -3.624
O -9.803 3.215 -2.328
C -8.618 2.693 -1.836
C -7.624 2.559 -3.001
C -8.616 2.209 -4.130
H -8.681 1.692 -1.411
H -8.133 3.297 -1.069
H -6.906 1.743 -2.919
H -7.067 3.456 -3.272
H -8.805 1.138 -4.073
H -8.174 2.518 -5.078

Properties
E_LUMO in Eh: -0.01459
Net charge: 0
F_max in eV/Å: 5.98
ΔE to the lowest compared entry with this formula, charge and spin in kcal per mole: 149.4



Short version: frontier orbital gap = 8.4, 8.5, 1.9, 9.3 eV, in the order given.